A cluster of 18 separate species, C29H94O29 in total, computed with the ωB97M-V functional and the def2-TZVPD basis.

Values from the calculation:
- LUMO: 0.01 eV
- Total energy: -90967.5732 eV
- HOMO level: -0.344 Eh
- Kohn-Sham gap: 9.4 eV
- Net charge: 0

```
152
Properties=species:S:1:pos:R:3:forces:R:3
C 7.925216 -23.535008 6.251924 0.8 -0.3 -1.0
O 7.404112 -22.437279 5.475123 0.5 0.0 0.0
H 7.527248 -23.484580 7.250115 -0.4 0.1 0.3
H 7.596384 -24.456626 5.730747 0.5 0.2 0.6
H 9.037610 -23.464548 6.373297 -1.0 -0.1 -0.2
H 7.892152 -22.384396 4.634226 -0.3 0.0 0.6
C 7.612941 -25.035639 -0.829080 -1.5 2.1 -0.9
O 6.598279 -24.801285 -1.844833 0.3 0.0 0.5
H 7.562607 -24.100698 -0.240795 0.5 -0.4 -0.1
H 7.281957 -25.808508 -0.187151 0.1 -1.2 0.6
H 8.588305 -25.157850 -1.260447 0.4 -0.3 0.1
H 6.806331 -25.271727 -2.650680 0.2 -0.2 -0.1
C 14.786609 -22.987695 1.319758 0.6 -0.3 -0.7
O 13.722411 -22.714763 0.458977 -1.0 0.1 -1.2
H 15.664044 -23.288406 0.725069 -0.1 0.3 0.2
H 15.004853 -22.122303 1.896919 0.5 0.6 0.7
H 14.555746 -23.823484 1.955800 -0.3 -0.4 0.5
H 13.337151 -21.818709 0.545384 0.3 -0.5 0.6
C 6.243268 -25.248446 2.752036 1.6 -1.0 -0.2
O 6.750067 -25.943910 3.884748 0.2 -0.6 0.9
H 5.951566 -26.005013 2.018780 -0.6 0.6 -0.2
H 5.550704 -24.544203 3.096249 -1.7 0.8 -0.1
H 7.069030 -24.661952 2.341618 0.1 -0.2 0.0
H 6.022545 -26.377482 4.372852 0.6 0.4 -0.5
C 2.330500 -22.202836 4.250300 0.8 -0.5 -2.2
O 3.537847 -21.470502 4.036903 0.7 0.1 1.8
H 1.650311 -21.767456 4.959388 -0.1 0.2 0.5
H 1.891978 -22.136561 3.233609 -0.4 -0.4 0.7
H 2.564846 -23.269550 4.445468 -0.3 0.5 0.2
H 4.088527 -21.493644 4.879435 -0.6 0.1 -0.9
C 15.524062 -23.960039 5.977840 -1.8 -1.7 1.3
O 15.128528 -23.107125 7.066307 0.5 1.0 -0.9
H 15.612211 -24.917145 6.505521 0.3 -0.1 -0.5
H 14.733191 -24.161005 5.216959 0.4 0.7 0.4
H 16.451484 -23.730220 5.526074 0.9 0.6 -0.4
H 15.453897 -22.207361 6.882044 -0.3 -0.4 0.1
C 9.339668 -22.611572 1.762521 -0.2 0.1 0.2
O 10.276765 -22.039000 2.648546 1.4 -0.3 -0.6
H 8.672102 -21.832301 1.437290 -0.8 0.2 -0.1
H 9.799877 -22.965496 0.839788 0.2 -0.4 0.6
H 8.847932 -23.394717 2.339404 -0.4 -0.4 -0.6
H 9.796713 -21.543129 3.303835 -0.3 0.4 0.7
C 6.877731 -19.519786 0.730604 -0.4 -2.8 -2.3
C 6.644511 -19.156193 2.114785 0.9 -0.2 1.4
O 7.176237 -17.846929 2.205445 -0.1 0.0 0.9
O 8.296265 -19.708643 0.442129 -1.0 1.3 1.0
H 6.307630 -18.771750 0.154002 0.9 -0.1 -0.5
H 6.408634 -20.518007 0.506417 0.1 1.0 0.3
H 7.159411 -19.879606 2.795880 0.0 0.5 -0.2
H 5.590631 -19.207325 2.375120 -0.3 0.1 -0.2
H 7.325851 -17.675346 3.143332 0.1 0.5 0.0
H 8.508133 -20.216779 -0.356405 -0.1 -0.1 -0.4
C 9.389552 -17.854232 5.384956 0.7 -1.6 -0.4
C 8.933788 -19.391880 5.341342 -0.2 2.1 0.2
O 9.708300 -20.296734 4.573867 0.4 0.6 0.2
O 8.959467 -17.083546 4.278288 0.3 -1.0 -1.0
H 10.508780 -17.860352 5.384922 -0.6 0.1 0.5
H 8.978281 -17.402482 6.312848 0.3 -0.3 -0.6
H 7.909325 -19.406986 5.005568 -0.6 0.0 -0.2
H 8.944543 -19.711483 6.352655 0.1 -0.6 1.0
H 9.973630 -19.779857 3.793743 0.2 0.0 -0.6
H 9.332086 -17.530172 3.456154 -0.5 0.7 1.1
C 3.977480 -22.476866 -0.545514 -0.7 -0.2 0.6
C 4.465885 -22.500693 0.935188 -0.6 -1.1 -0.8
O 4.200100 -21.254953 1.442366 -0.5 1.9 0.4
O 2.538950 -22.315680 -0.685124 0.8 -0.2 0.4
H 4.239697 -23.392615 -1.109814 0.0 0.5 0.4
H 4.460332 -21.597167 -0.981232 0.2 -0.2 -0.2
H 5.542644 -22.660759 0.926330 0.4 -0.4 -0.1
H 3.988627 -23.286122 1.564985 0.1 0.2 -0.6
H 4.097746 -21.219249 2.413681 -0.1 -0.5 -0.1
H 2.277508 -21.504405 -0.225643 0.3 -0.2 0.0
C 11.748317 -25.069992 3.967972 -0.1 -0.9 0.8
C 10.391609 -25.603925 4.452334 0.7 -0.1 0.8
O 9.680435 -26.284943 3.452459 -0.1 -0.1 -1.5
O 12.746202 -26.077023 3.885573 0.0 0.0 0.0
H 12.153909 -24.408012 4.748349 -0.4 0.2 -0.4
H 11.615755 -24.546778 3.033567 0.1 0.4 -0.4
H 9.842717 -24.753191 4.846807 -0.3 0.1 0.0
H 10.560202 -26.338120 5.253824 0.2 0.4 0.2
H 8.737341 -26.389452 3.641051 0.0 0.2 0.4
H 12.726033 -26.533132 3.040496 -0.1 -0.1 -0.3
C 13.764958 -18.994844 4.937631 1.0 -0.9 -1.1
C 14.460958 -20.179067 4.180880 -1.2 2.3 -0.3
O 14.606399 -19.744974 2.809714 0.5 -0.5 0.9
O 13.735358 -19.169782 6.313458 0.7 0.5 0.3
H 12.773041 -18.899250 4.506167 -0.4 0.2 -0.1
H 14.358651 -18.134276 4.645622 -0.1 0.4 0.4
H 13.771535 -20.995750 4.288742 0.1 -1.0 -0.2
H 15.420668 -20.327365 4.647449 0.4 -0.4 0.0
H 13.916648 -20.177927 2.290056 -0.3 0.0 0.1
H 13.024908 -19.776144 6.517599 -0.6 -0.4 0.5
C 11.296563 -22.703962 -1.285360 -0.8 0.6 -2.0
C 10.009685 -22.172335 -1.944676 0.8 2.1 0.1
O 9.679184 -20.809644 -1.480984 -1.1 -2.3 1.0
O 12.355916 -21.887069 -1.747181 1.3 0.2 0.0
H 11.473084 -23.700502 -1.740070 -0.3 0.0 1.1
H 11.158005 -22.581460 -0.212603 0.5 -0.7 0.0
H 9.209961 -22.809764 -1.652023 -0.9 -0.3 0.3
H 10.037920 -22.072348 -3.029775 0.3 -0.6 0.1
H 10.201923 -20.102847 -1.827652 1.1 0.5 -1.0
H 13.210881 -22.308379 -1.504755 -0.8 0.3 0.1
C 12.053777 -19.360678 0.815596 0.0 0.3 -0.2
C 11.407283 -18.388674 1.740406 -0.1 1.7 0.0
O 10.125889 -18.887923 2.227609 1.3 0.6 0.0
O 12.343805 -20.539395 1.555597 -1.0 -0.9 -0.2
H 12.993368 -18.930403 0.418679 -0.2 -0.3 0.4
H 11.405650 -19.486549 -0.063270 0.1 -0.6 0.3
H 11.248495 -17.433108 1.170308 0.0 -0.6 0.6
H 12.130126 -18.157522 2.570662 -1.1 -0.4 -0.4
H 9.542505 -19.033871 1.442142 -0.3 -0.1 0.3
H 11.497335 -20.947746 1.952163 1.2 0.5 -0.7
C 12.012476 -22.225563 6.905208 -1.0 0.4 -0.7
C 11.727444 -22.761315 8.272165 -0.5 0.9 0.6
O 10.303162 -22.684582 8.616565 1.5 0.1 -0.3
O 11.571786 -20.808251 6.865088 0.6 -1.2 -0.5
H 11.367625 -22.802957 6.212947 0.4 0.4 0.0
H 13.090860 -22.390432 6.675461 -0.8 0.5 0.0
H 12.316195 -22.111952 8.967707 -0.3 -0.9 -0.1
H 12.020320 -23.807400 8.270472 0.1 0.0 0.4
H 10.218003 -21.752248 8.840649 -0.5 0.0 0.0
H 11.194566 -20.636457 5.979377 -0.1 -0.2 0.4
C 12.280070 -18.592310 -3.292237 0.7 -0.7 0.7
C 11.855959 -19.420014 -4.472744 -0.4 0.5 0.0
O 11.464572 -20.719258 -4.079623 -0.7 0.8 -1.5
O 11.184400 -18.484504 -2.358337 0.2 1.0 -0.4
H 12.650772 -17.649865 -3.708970 -0.2 0.3 0.6
H 13.109320 -19.080085 -2.707504 -0.7 0.4 -0.6
H 12.641261 -19.394749 -5.248909 -0.1 -0.3 0.2
H 10.989924 -18.832899 -4.878647 0.3 -1.0 0.0
H 12.076050 -21.069813 -3.440537 0.6 -0.3 0.8
H 10.639324 -17.718163 -2.614299 0.2 -0.5 0.2
C 5.086013 -20.505097 8.584285 0.2 -0.6 0.3
C 5.201861 -20.340656 7.103656 0.4 0.6 -1.6
O 5.001231 -21.556893 6.349057 0.1 -0.3 0.3
O 3.785467 -20.792878 9.002121 -0.6 0.1 0.5
H 5.317475 -19.581387 9.099546 0.4 0.3 -0.1
H 5.792065 -21.286075 8.926936 -0.1 0.2 -0.1
H 6.176778 -19.847411 6.870751 -0.5 -0.6 0.0
H 4.415598 -19.673674 6.693543 0.4 -0.1 0.6
H 5.816715 -22.039523 6.061965 -0.2 0.9 0.4
H 3.480032 -21.587416 8.577238 -0.1 -0.5 -0.3
C 10.174042 -27.414755 0.413673 -1.6 -1.1 -0.3
C 11.263632 -28.200581 1.042277 1.5 -1.5 -0.6
O 12.571582 -27.614893 0.880459 -0.9 0.1 0.1
O 10.201568 -26.033985 0.623656 -0.2 0.6 1.5
H 9.263446 -27.914162 0.855015 0.3 0.7 -0.6
H 10.156636 -27.591682 -0.666762 0.0 0.2 0.1
H 11.265311 -29.220455 0.546977 0.1 1.0 0.5
H 11.068813 -28.360055 2.086695 0.0 0.0 0.7
H 12.337892 -26.697630 0.693713 0.4 0.3 -0.1
H 9.913281 -25.895095 1.571707 0.5 -0.1 -0.9
```
Forces are in eV/Å.